A molecular structure, C34H95BHgO12 at a distorted geometry. Source: the Open Molecules 2025 dataset; level of theory: the ωB97M-V functional and the def2-TZVPD basis.

XYZ file:
```
143
C34H95BHgO12 (the ωB97M-V functional and the def2-TZVPD basis)
Hg 8.50 -7.01 4.76
B 8.11 -5.44 3.07
H 7.89 -4.85 2.20
H 7.86 -6.45 2.79
H 9.16 -5.52 3.31
H 7.52 -5.19 3.94
C 6.22 -5.66 7.11
O 7.03 -6.69 6.62
H 6.65 -5.26 8.03
H 6.02 -4.80 6.47
H 5.21 -6.01 7.35
C 7.48 -1.94 4.52
C 8.23 -1.85 3.23
C 8.99 -0.52 2.94
O 9.17 -2.87 3.25
H 6.88 -1.05 4.69
H 8.11 -1.98 5.41
H 6.91 -2.87 4.50
H 7.53 -1.95 2.40
H 9.43 -0.55 1.94
H 9.80 -0.43 3.66
H 8.38 0.38 3.05
H 8.64 -3.64 3.05
C 5.15 -9.69 2.70
C 5.76 -8.30 3.12
C 4.84 -7.37 3.91
O 6.88 -8.63 3.93
H 5.91 -10.24 2.15
H 4.22 -9.62 2.14
H 4.87 -10.30 3.56
H 6.24 -7.87 2.24
H 3.93 -7.12 3.35
H 5.35 -6.44 4.16
H 4.51 -7.91 4.79
H 6.49 -9.13 4.65
C 7.44 -6.65 10.94
C 8.62 -6.71 9.92
C 9.95 -7.13 10.54
O 8.34 -7.71 8.95
H 7.33 -7.52 11.59
H 6.51 -6.56 10.36
H 7.47 -5.74 11.53
H 8.72 -5.75 9.41
H 9.85 -8.11 11.00
H 10.22 -6.43 11.34
H 10.69 -7.11 9.75
H 7.68 -7.35 8.36
C 12.88 -2.71 1.95
C 12.71 -2.88 3.42
C 12.48 -1.57 4.16
O 11.69 -3.75 3.72
H 13.41 -3.58 1.56
H 13.47 -1.84 1.66
H 11.92 -2.51 1.48
H 13.63 -3.28 3.86
H 11.72 -0.98 3.65
H 13.41 -1.00 4.28
H 12.16 -1.79 5.18
H 10.88 -3.29 3.47
C 12.18 -5.26 6.92
C 10.65 -5.32 6.82
C 9.95 -3.96 7.16
O 10.28 -5.60 5.49
H 12.63 -4.34 6.54
H 12.69 -6.07 6.40
H 12.47 -5.38 7.97
H 10.27 -6.13 7.43
H 10.35 -3.18 6.50
H 10.17 -3.60 8.16
H 8.88 -3.90 6.97
H 10.66 -4.91 4.94
C 11.33 -9.28 7.29
C 10.08 -9.73 6.52
C 9.35 -10.94 7.12
O 9.30 -8.58 6.32
H 11.98 -10.15 7.35
H 11.08 -8.83 8.25
H 11.79 -8.44 6.76
H 10.41 -9.92 5.50
H 9.17 -10.70 8.17
H 10.08 -11.76 7.09
H 8.44 -11.24 6.60
H 8.93 -8.43 7.19
C 9.30 -9.58 2.21
C 10.34 -8.50 2.26
C 10.42 -7.42 1.21
O 10.31 -7.85 3.51
H 9.23 -10.09 3.17
H 9.50 -10.33 1.45
H 8.36 -9.06 2.01
H 11.31 -8.99 2.21
H 10.62 -7.92 0.27
H 11.20 -6.69 1.44
H 9.47 -6.89 1.11
H 11.10 -7.30 3.50
C 4.08 -4.43 0.03
C 5.46 -4.70 0.55
C 6.62 -4.00 -0.29
O 5.48 -4.01 1.79
H 3.39 -5.06 0.59
H 3.91 -4.59 -1.03
H 3.89 -3.37 0.16
H 5.74 -5.75 0.67
H 6.60 -4.47 -1.27
H 7.58 -4.18 0.20
H 6.52 -2.91 -0.36
H 6.17 -4.44 2.31
C 13.98 -8.28 4.10
C 13.96 -6.73 3.93
C 14.86 -6.18 2.78
O 12.64 -6.41 3.64
H 13.82 -8.82 3.17
H 13.20 -8.68 4.75
H 14.95 -8.60 4.48
H 14.27 -6.27 4.86
H 14.87 -5.09 2.74
H 14.58 -6.60 1.81
H 15.90 -6.45 2.96
H 12.56 -5.47 3.79
C 5.18 -9.34 8.64
C 4.90 -9.85 7.20
C 3.50 -9.39 6.77
O 5.87 -9.29 6.39
H 5.35 -8.27 8.70
H 6.08 -9.81 9.04
H 4.39 -9.70 9.30
H 4.88 -10.93 7.06
H 3.26 -9.66 5.74
H 3.42 -8.30 6.79
H 2.75 -9.82 7.43
H 6.04 -8.38 6.64
C 7.37 -8.15 -0.64
C 7.05 -7.54 -1.98
C 8.31 -6.85 -2.54
O 6.67 -8.54 -2.87
H 6.52 -8.67 -0.20
H 7.51 -7.35 0.08
H 8.18 -8.88 -0.59
H 6.22 -6.83 -1.92
H 8.07 -6.30 -3.45
H 9.10 -7.53 -2.87
H 8.72 -6.21 -1.77
H 5.73 -8.54 -3.08
```

Properties
total energy = -66216.02275 eV
spin multiplicity = 1
strongest force on any atom = 0.08701 Eh/bohr
HOMO energy = -8.43 eV